96
Properties=species:S:1:pos:R:3:forces:R:3 method="wB97M-V/def2-TZVPD" homo_lumo_gap_ev=8.15 homo_ev=-8.74 spin_multiplicity=1 relative_energy_kcal_mol=219.86
N 1.947885 1.490771 -3.052865 -4.6 -1.9 -2.3
C 3.058885 1.985771 -2.707865 1.0 11.8 0.9
N 3.874885 1.172771 -2.191865 3.8 -3.2 2.0
O 3.220885 3.362771 -2.636865 -0.3 -6.2 -0.3
H 1.220885 2.115771 -3.322865 -0.3 0.4 -0.3
H 1.909885 0.522771 -3.399865 -0.1 0.3 0.3
H 4.732885 1.428771 -1.765865 0.5 0.5 -0.2
H 3.733885 0.208771 -2.367865 0.2 -1.0 -0.2
N -1.302115 -2.089229 2.718135 -0.6 2.2 -0.1
C -1.029115 -3.324229 3.095135 -1.8 -2.9 -6.0
N -0.295115 -3.397229 4.156135 1.4 -0.2 2.6
O -1.347115 -4.383229 2.305135 1.2 4.0 3.9
H -1.901115 -1.885229 1.928135 -0.1 -0.8 -0.1
H -1.039115 -1.248229 3.251135 -0.1 -1.7 -0.3
H -0.130115 -4.345229 4.304135 1.0 -1.5 1.2
H 0.152885 -2.627229 4.683135 -0.4 -0.8 -0.7
N 1.804885 -3.940229 -0.754865 0.4 -6.2 1.2
C 1.289885 -2.765229 -0.891865 -9.5 -1.1 -0.8
N 2.107885 -1.814229 -1.111865 3.6 5.0 1.5
O -0.085115 -2.575229 -1.030865 6.4 -0.6 1.1
H 1.137885 -4.775229 -0.668865 1.2 2.1 -0.1
H 2.809885 -4.224229 -0.591865 -1.8 1.1 -0.4
H 1.776885 -0.820229 -0.754865 0.3 -2.1 -0.7
H 3.093885 -2.042229 -0.971865 -0.3 0.2 0.0
N 1.903885 -1.181229 -3.597865 -0.8 -1.1 4.2
C 2.649885 -1.504229 -4.601865 8.5 -1.8 0.3
N 2.150885 -1.070229 -5.742865 -1.1 2.2 -2.8
O 3.979885 -1.990229 -4.456865 -6.9 2.0 -0.7
H 2.048885 -1.572229 -2.574865 0.0 0.7 -2.5
H 0.935885 -1.078229 -3.804865 -1.2 0.2 -0.3
H 2.743885 -1.213229 -6.546865 0.0 0.2 0.0
H 1.598885 -0.133229 -5.732865 1.2 -2.6 -0.1
N 1.207885 0.759771 3.052135 5.4 1.2 -3.3
C 0.688885 0.084771 4.037135 3.4 -3.9 3.7
N -0.602115 0.208771 3.968135 -5.6 0.2 4.6
O 1.348885 -0.750229 4.856135 -3.1 3.6 -3.6
H 2.180885 0.461771 2.713135 -1.8 0.9 0.9
H 0.868885 1.661771 2.693135 0.1 -0.8 0.7
H -1.058115 -0.091229 4.895135 0.6 0.7 -2.0
H -1.215115 0.828771 3.376135 1.1 -0.3 0.9
N 1.130885 0.496771 -0.329865 3.4 0.7 0.6
C -0.182115 0.661771 -0.267865 -3.6 0.6 -4.3
N -0.661115 0.447771 0.924135 -1.0 -0.3 2.7
O -0.929115 0.917771 -1.377865 3.8 -1.0 5.0
H 1.497885 0.819771 -1.214865 0.2 0.6 -0.2
H 1.826885 0.537771 0.509135 -1.8 0.1 -1.8
H -1.605115 0.653771 1.173135 -0.7 0.1 -0.6
H -0.096115 0.215771 1.777135 -0.2 0.2 -2.0
C 3.672885 2.533771 1.985135 -0.3 0.1 1.8
C 4.357885 1.367771 1.366135 0.1 -0.2 0.1
O 3.447885 0.254771 1.333135 -0.3 -0.2 0.2
H 4.240885 3.475771 1.924135 -0.2 -0.4 -0.5
H 3.597885 2.349771 3.079135 -0.6 0.2 -0.6
H 2.688885 2.603771 1.474135 0.5 0.4 0.6
H 5.303885 1.066771 1.791135 0.2 0.1 0.4
H 4.495885 1.687771 0.384135 0.7 0.0 -2.0
H 3.869885 -0.607229 1.388135 0.3 0.2 0.0
C 0.829885 3.841771 -0.472865 2.1 -0.3 -1.0
C 1.045885 5.292771 -0.196865 0.5 0.9 0.5
O -0.139115 5.903771 0.292135 0.6 -0.1 1.6
H 1.831885 3.345771 -0.636865 -1.0 0.7 -0.8
H 0.116885 3.718771 -1.264865 -0.1 -0.5 -0.7
H 0.492885 3.306771 0.361135 -1.1 -0.4 1.7
H 1.345885 5.908771 -1.112865 0.4 -1.2 1.3
H 1.735885 5.337771 0.680135 0.0 0.5 -1.0
H -0.675115 6.021771 -0.454865 -1.5 0.4 -1.4
C -4.037115 -0.070229 3.182135 1.1 1.4 0.2
C -3.855115 1.212771 2.405135 -1.5 -0.7 -2.0
O -2.642115 1.850771 2.609135 2.5 -2.1 0.5
H -4.371115 0.184771 4.143135 -1.1 0.1 1.4
H -3.084115 -0.515229 3.403135 0.5 -0.4 -0.5
H -4.643115 -0.775229 2.680135 -0.7 -0.6 -0.4
H -4.554115 2.007771 2.528135 -1.4 0.0 0.8
H -4.012115 0.990771 1.338135 0.5 -0.2 0.0
H -2.786115 2.757771 2.635135 -0.1 2.4 0.0
C -4.117115 -3.528229 0.686135 0.1 -3.0 1.2
C -3.167115 -2.777229 -0.111865 0.0 -3.7 -3.8
O -2.575115 -1.752229 0.500135 2.2 3.3 0.2
H -3.689115 -4.117229 1.515135 0.3 0.5 -0.2
H -4.702115 -4.279229 0.139135 0.4 0.3 -0.5
H -4.814115 -2.903229 1.078135 -2.3 2.0 1.4
H -3.669115 -2.553229 -1.051865 -0.3 1.1 -0.2
H -2.480115 -3.533229 -0.506865 0.8 0.2 0.4
H -1.682115 -1.537229 0.087135 -1.5 -0.8 0.3
C -4.144115 0.833771 -1.574865 0.1 0.0 2.0
O -3.232115 1.258771 -2.512865 -0.7 0.1 -2.7
H -3.881115 -0.072229 -1.052865 0.1 -1.1 -0.4
H -5.247115 0.837771 -1.690865 0.8 0.0 -1.5
H -4.027115 1.515771 -0.787865 -0.2 1.4 1.8
H -2.321115 1.308771 -2.182865 -0.7 -0.3 0.6
C -1.403115 -1.647229 -3.664865 1.6 -1.7 -0.3
O -0.911115 -0.358229 -3.870865 1.4 0.7 -0.7
H -1.974115 -1.983229 -4.519865 0.1 0.0 -0.4
H -2.065115 -1.579229 -2.874865 -1.5 -0.4 1.9
H -0.597115 -2.448229 -3.382865 -1.3 1.4 -0.6
H -0.736115 0.055771 -3.006865 -0.4 -0.1 0.0

103
Properties=species:S:1:pos:R:3:forces:R:3 method="wB97M-V/def2-TZVPD" homo_lumo_gap_ev=8.13 homo_ev=-8.48 spin_multiplicity=1 relative_energy_kcal_mol=210.91
C -1.655000 16.272000 -5.486000 -0.7 -0.4 -1.4
C -2.957000 15.444000 -5.527000 1.7 0.7 2.9
O -3.977000 16.376000 -5.238000 -1.2 -0.1 -0.9
H -1.745000 17.067000 -6.240000 0.0 0.0 0.2
H -0.756000 15.750000 -5.738000 0.4 -0.6 -0.1
H -1.527000 16.735000 -4.534000 0.1 0.4 0.6
H -3.003000 14.673000 -4.729000 0.1 0.6 -0.2
H -3.122000 14.907000 -6.380000 -0.3 -1.1 -2.6
H -4.108000 16.929000 -6.019000 0.0 0.1 0.2
C -0.472000 15.177000 -2.539000 -2.4 0.0 1.8
C 0.062000 16.504000 -2.106000 0.9 -2.9 1.7
O 1.320000 16.351000 -1.458000 0.1 0.3 -0.5
H -0.734000 14.392000 -1.774000 0.6 1.1 -0.1
H 0.171000 14.694000 -3.203000 0.6 -0.6 -1.7
H -1.480000 15.490000 -2.864000 0.5 -0.9 -0.9
H -0.606000 16.946000 -1.448000 -1.3 1.1 1.4
H 0.136000 17.099000 -2.927000 0.4 1.9 -2.5
H 1.844000 17.098000 -1.773000 0.2 0.0 0.6
C 2.948000 14.473000 -3.803000 3.4 0.9 1.0
C 2.910000 14.113000 -5.256000 -0.1 1.1 0.2
O 1.645000 14.361000 -5.719000 -2.5 -1.4 -1.7
H 4.033000 14.725000 -3.677000 -0.4 -0.3 0.5
H 2.742000 13.798000 -2.976000 -0.5 -0.5 -0.5
H 2.512000 15.434000 -3.557000 -0.6 0.1 -0.3
H 3.127000 13.066000 -5.468000 0.2 0.1 0.0
H 3.609000 14.775000 -5.838000 0.0 -0.9 0.6
H 1.278000 15.248000 -5.609000 0.8 0.3 0.2
C -0.325000 20.160000 -1.274000 8.5 2.9 1.6
O 0.918000 20.279000 -0.709000 -4.0 -0.3 -2.3
N -1.203000 19.509000 -0.702000 -5.9 -4.4 3.3
N -0.693000 20.771000 -2.348000 0.9 3.2 -4.9
H -0.847000 18.949000 0.068000 -0.3 -0.3 0.3
H -2.210000 19.383000 -1.027000 2.4 0.4 0.7
H 0.031000 21.383000 -2.872000 -2.0 -1.7 1.4
H -1.560000 20.414000 -2.820000 1.0 0.4 -0.2
C -3.745000 14.699000 -0.909000 -7.6 -2.9 -3.1
O -4.859000 14.770000 -1.695000 4.5 -0.4 2.8
N -2.978000 15.675000 -0.768000 3.7 4.1 1.6
N -3.392000 13.599000 -0.222000 -0.8 -1.8 0.6
H -2.969000 16.482000 -1.361000 0.3 -0.2 0.3
H -2.242000 15.567000 -0.055000 -0.2 0.4 -1.1
H -4.039000 12.805000 -0.191000 0.3 0.8 -0.2
H -2.559000 13.494000 0.394000 -0.3 -0.2 -0.7
C -3.366000 18.527000 -2.763000 3.1 1.1 -8.0
O -2.697000 19.274000 -3.714000 -2.3 -3.2 4.0
N -3.647000 17.263000 -2.858000 1.8 -2.4 -3.2
N -3.835000 19.115000 -1.758000 -3.1 3.1 6.1
H -3.347000 16.823000 -3.823000 -1.4 1.1 2.2
H -4.136000 16.659000 -2.197000 -1.1 0.4 -0.8
H -3.889000 20.091000 -1.771000 0.2 1.6 -0.4
H -4.549000 18.769000 -1.116000 0.5 -0.6 -0.6
C -0.410000 14.221000 0.885000 -2.8 -9.2 0.5
O -0.900000 12.892000 0.993000 1.6 6.4 0.1
N 0.784000 14.418000 0.455000 4.3 -1.1 -2.1
N -1.127000 15.283000 1.037000 -2.5 2.3 2.6
H 1.331000 13.537000 0.203000 -1.2 1.4 0.2
H 0.870000 15.155000 -0.270000 0.5 -0.2 0.6
H -1.979000 15.243000 1.626000 1.0 -0.3 -0.3
H -0.635000 16.197000 1.111000 -0.2 0.4 -0.1
C 2.482000 17.777000 -5.424000 -1.1 -3.2 -1.4
O 1.427000 17.093000 -5.609000 2.5 2.1 0.4
N 2.546000 18.901000 -4.790000 -3.7 4.8 0.4
N 3.704000 17.360000 -5.712000 2.3 -3.4 -2.9
H 1.521000 19.124000 -4.715000 1.3 1.1 0.4
H 3.269000 19.652000 -4.835000 -1.1 -1.1 -0.4
H 3.637000 16.552000 -6.346000 0.7 0.5 0.6
H 4.652000 17.762000 -5.617000 -1.5 0.2 -0.2
C -1.258000 12.556000 -6.299000 -5.9 -3.0 -4.8
O -2.495000 12.195000 -6.697000 4.6 1.7 2.1
N -0.275000 12.518000 -7.207000 -1.0 -1.0 -2.4
N -0.896000 12.887000 -5.118000 0.6 0.7 2.0
H -0.398000 11.992000 -8.081000 -0.2 0.7 1.0
H 0.609000 12.772000 -6.926000 2.3 0.7 0.4
H -1.542000 12.898000 -4.379000 -0.9 0.2 1.2
H 0.058000 13.051000 -4.916000 0.8 0.3 0.1
C 1.125000 17.816000 1.494000 -4.8 0.8 0.3
O -0.169000 17.795000 1.092000 4.5 -1.0 1.1
N 1.934000 16.822000 1.624000 4.5 -2.1 1.0
N 1.586000 18.856000 2.110000 1.5 3.4 0.8
H 1.608000 15.969000 1.324000 -0.3 -2.4 -0.9
H 2.986000 16.814000 2.032000 -3.8 0.5 -1.6
H 0.980000 19.683000 2.044000 1.3 -0.2 0.0
H 2.639000 18.829000 2.246000 -2.3 1.1 -0.2
C 3.757000 18.105000 -1.862000 0.0 2.0 7.8
O 4.085000 18.010000 -0.497000 -1.0 -0.3 -7.0
N 2.729000 18.857000 -2.227000 1.0 -1.3 -2.4
N 4.386000 17.636000 -2.898000 3.6 -2.2 -1.3
H 2.140000 19.199000 -1.573000 -2.5 2.0 2.9
H 2.544000 18.961000 -3.243000 0.1 -0.2 2.2
H 5.289000 17.217000 -2.698000 -0.4 -0.1 -0.2
H 4.048000 17.616000 -3.859000 0.2 -0.2 1.3
C 0.863000 11.545000 -1.821000 -1.2 0.0 1.0
O 1.850000 12.156000 -1.010000 1.1 0.5 -0.3
H 0.578000 10.664000 -1.211000 -0.3 -0.1 -1.2
H 1.207000 11.312000 -2.867000 -0.5 0.3 1.0
H 0.005000 12.237000 -1.691000 0.2 -0.6 -1.1
H 2.249000 11.426000 -0.557000 0.7 -0.2 0.5
C -3.610000 12.111000 -3.342000 -1.8 -0.9 -0.8
O -2.490000 12.816000 -2.953000 0.3 1.9 1.4
H -4.196000 11.880000 -2.436000 -0.1 -0.1 -0.5
H -3.166000 11.178000 -3.707000 -0.9 0.0 -0.6
H -4.308000 12.671000 -4.092000 1.4 -1.1 1.1
H -2.831000 13.388000 -2.235000 0.9 -0.3 -0.6

87
Properties=species:S:1:pos:R:3:forces:R:3 method="wB97M-V/def2-TZVPD" homo_lumo_gap_ev=9.59 homo_ev=-9.54 spin_multiplicity=1 relative_energy_kcal_mol=14.75
C -1.052595 -3.324158 2.202081 -0.7 -0.6 -0.1
O -0.122026 -2.276978 2.329045 0.1 0.4 0.1
H -0.522763 -4.219321 1.886266 0.2 0.1 0.0
H -1.566112 -3.565066 3.140885 0.2 0.2 0.0
H -1.828924 -3.121642 1.454049 0.2 0.1 0.0
H -0.582944 -1.469114 2.575738 0.0 0.0 0.0
C 4.402863 0.047385 -0.455105 -0.1 -0.1 0.2
O 4.701204 -0.916347 0.529013 -0.2 0.0 0.1
H 3.754011 -0.346678 -1.252088 0.1 -0.1 0.1
H 3.902359 0.930080 -0.032264 0.2 -0.1 0.0
H 5.344187 0.360763 -0.898366 0.1 0.1 -0.1
H 3.859200 -1.281151 0.855316 0.2 -0.1 -0.1
C 0.057921 0.147114 -0.048698 0.5 -0.6 -0.2
O 0.734163 -0.247507 -1.247544 -0.3 -0.1 0.1
H -0.255120 1.178713 -0.167506 -0.1 0.1 0.0
H -0.791460 -0.516916 0.136381 -0.2 0.2 0.0
H 0.744713 0.066937 0.800822 -0.1 0.1 0.0
H 0.962532 -1.188277 -1.198118 0.0 0.0 0.2
C -3.265359 2.086771 0.232845 -0.7 0.0 0.4
O -2.755266 1.909739 1.564082 0.2 -0.1 -0.3
H -2.555775 1.696325 -0.488479 0.2 0.0 0.1
H -4.212266 1.543969 0.140769 0.2 -0.1 -0.2
H -3.475839 3.137763 0.021471 0.2 0.0 0.0
H -3.494840 1.927002 2.176589 0.0 0.1 0.0
C 2.363008 0.834084 3.952824 0.4 0.1 -0.9
C 1.402664 0.162970 4.864604 -0.5 -0.2 1.1
O 1.559654 0.555402 6.247236 0.0 -0.3 -0.5
H 2.338347 1.920917 4.030156 0.0 0.0 0.1
H 2.106013 0.567389 2.919106 0.0 0.1 0.0
H 3.376369 0.467444 4.099544 0.1 0.2 0.2
H 1.569931 -0.914501 4.843931 -0.1 0.0 0.0
H 0.367294 0.339289 4.544139 0.0 0.0 0.1
H 1.052732 1.355019 6.407313 0.0 0.1 -0.1
C 1.149517 5.013727 2.504391 -0.2 -0.7 0.9
C 0.299564 3.747487 2.464751 0.0 0.2 -0.1
O -0.751304 3.891536 1.514864 0.1 -0.1 0.2
H 1.446130 5.356082 1.522115 0.0 0.1 -0.1
H 2.034779 4.788778 3.113031 0.0 0.1 -0.3
H 0.596753 5.765640 3.066467 0.0 0.3 -0.4
H -0.115067 3.604239 3.472422 0.0 -0.2 -0.1
H 0.908929 2.868314 2.220836 0.0 0.1 0.0
H -1.367913 3.155922 1.661714 0.0 0.2 -0.1
C 3.920730 -2.115898 -4.094535 0.2 -0.1 -0.2
C 2.604871 -1.415722 -4.274487 -0.3 0.2 0.1
O 1.550944 -2.409749 -4.408821 0.2 0.4 0.3
H 4.697069 -1.382485 -3.873221 0.0 0.0 0.1
H 4.218357 -2.643286 -5.001976 -0.1 -0.1 0.0
H 3.862046 -2.824357 -3.269766 0.1 0.0 0.0
H 2.615331 -0.761964 -5.150304 -0.1 -0.1 -0.1
H 2.411632 -0.765696 -3.410926 -0.1 -0.2 0.0
H 0.721554 -1.922660 -4.509442 0.1 0.2 -0.2
C -4.538484 -1.224910 1.337331 -0.2 0.4 0.2
C -4.669649 -2.709177 1.577926 -0.7 -0.4 -1.1
O -6.043347 -3.124963 1.437816 0.3 0.1 0.6
H -5.004534 -0.681859 2.164478 0.2 0.0 0.1
H -5.106714 -0.911147 0.459453 0.2 -0.2 -0.2
H -3.498469 -0.915580 1.211856 0.0 0.1 0.1
H -4.327097 -2.983550 2.571270 -0.1 -0.1 0.1
H -4.124859 -3.291966 0.826600 0.4 0.2 0.2
H -6.213962 -3.229041 0.498708 -0.1 0.0 0.0
C 2.288026 3.294303 -0.529590 0.2 0.0 0.5
C 2.183150 2.330951 -1.690419 -0.1 -0.2 -0.3
O 2.327133 2.973954 -2.962956 0.0 -0.1 0.2
H 2.446986 2.779000 0.427417 -0.1 -0.1 -0.2
H 1.382857 3.885886 -0.399183 0.1 0.2 -0.2
H 3.159543 3.946633 -0.645846 -0.1 0.1 -0.1
H 1.198892 1.861262 -1.709346 0.2 0.2 -0.1
H 2.894777 1.500642 -1.585506 -0.2 0.4 -0.2
H 3.151289 3.470429 -2.955953 0.0 0.0 0.0
C -3.904504 -0.131863 -3.232856 0.0 0.2 -0.2
C -3.714886 -1.332064 -2.322530 -0.5 0.4 -0.1
O -3.382912 -2.523007 -3.030889 0.3 0.2 0.2
H -4.696784 -0.274511 -3.971493 0.0 -0.1 0.1
H -2.978453 0.089696 -3.765503 -0.2 0.1 0.0
H -4.158893 0.759419 -2.650373 0.0 -0.1 0.0
H -4.625039 -1.499425 -1.733301 0.1 0.0 0.1
H -2.914149 -1.074135 -1.628862 0.2 -0.5 0.0
H -4.157260 -2.773393 -3.543841 0.1 0.0 -0.1
O -0.604625 -0.049814 -3.743581 0.2 -0.4 0.0
H -0.165832 -0.160485 -2.876022 -0.1 0.2 0.0
H -1.212170 -0.794903 -3.820463 0.0 0.0 0.1
O 2.363151 -2.458983 0.971865 -0.4 0.1 0.2
H 2.037981 -2.605758 0.073964 0.2 0.1 -0.1
H 1.550924 -2.310475 1.493366 0.3 -0.1 -0.1
O 1.356606 -2.937581 -1.709399 -0.2 -0.1 -0.1
H 1.253449 -2.814752 -2.683397 0.4 -0.2 0.1
H 1.526056 -3.876165 -1.573895 -0.1 0.1 -0.1